# 1
Molecular formula: C5H6ClNS
Method: DFT, ωB97M-V/def2-TZVPD

Values from the calculation:
SMILES: Cl[C@H]1C=CCSN=C1

```
! wB97M-V def2-TZVPD RIJCOSX def2/J DEFGRID3
* xyz 0 1
Cl -2.86650 -0.72321 -0.32759
S 1.58176 -1.26112 -0.79116
N 0.65091 -1.71680 0.56449
C -0.56008 -1.19826 0.67586
C 1.67750 0.46523 0.00857
C 0.32198 1.29502 0.00657
C -0.90211 0.95852 -0.50395
C -1.26618 -0.54762 -0.51874
H 0.62836 2.33171 0.33057
H 2.10226 0.34792 1.09006
H -1.78914 1.45616 -0.29123
H -0.96461 -1.20096 -1.47074
H 2.52858 0.99923 -0.44084
H -1.14272 -1.20582 1.66813
*
```

# 2
Molecular formula: C5H6CuO4
Method: DFT, ωB97M-V/def2-TZVPD

Values from the calculation:
Expectation value of S²: 0.7656

```
! wB97M-V def2-TZVPD RIJCOSX def2/J DEFGRID3
* xyz 0 2
Cu -1.12888 -2.04978 -1.55647
O 1.50902 0.33721 0.62030
O 0.78939 -1.63249 -2.28702
O 1.62701 1.62999 2.33717
O 0.47754 -0.29767 2.52545
C 1.02244 -0.65219 -1.46451
C 1.15221 0.47231 1.87810
C -1.96737 0.71514 -1.16518
C -1.55725 0.05538 -0.10227
C 1.10890 -0.79972 -0.09991
H 0.85951 -1.66908 0.50674
H -2.08363 -0.25196 0.80416
H 1.35709 0.33061 -1.86031
H 1.16023 1.85451 3.15256
H -1.33082 0.86412 -2.04591
H -2.99538 1.09363 -1.24290
*
```

# 3
Molecular formula: C5H6ErLiO4
Method: DFT, ωB97M-V/def2-TZVPD

Values from the calculation:
Expectation value of S²: 3.7543

```
! wB97M-V def2-TZVPD RIJCOSX def2/J DEFGRID3
* xyz 2 4
Er -2.28553 -2.03388 1.79922
O -2.86972 -0.11479 1.81142
O 3.20316 1.53542 -0.04722
O 2.12717 -0.16370 0.98689
O 3.56013 1.10352 2.08971
C 3.00185 0.85843 0.99087
C 0.08468 0.50129 -0.37547
C -0.72329 0.15923 0.81070
C 1.35784 -0.41149 -0.18924
C -2.05488 0.48464 0.95469
Li 4.51734 2.47973 1.07549
H -0.34576 0.25546 -1.35560
H 1.13419 -1.48548 -0.18358
H 0.31909 1.57581 -0.38883
H 1.99859 -0.26648 -1.06737
H -2.54833 1.06284 0.15605
H -0.43015 0.16463 1.92886
*
```

# 4
Molecular formula: C5H6EuO4
Method: DFT, ωB97M-V/def2-TZVPD

Values from the calculation:
Expectation value of S²: 15.7593

```
! wB97M-V def2-TZVPD RIJCOSX def2/J DEFGRID3
* xyz 2 8
Eu -2.37614 2.32219 0.22152
O 1.49603 2.06549 -0.35773
O -1.32730 0.65241 -1.54119
O 0.74975 0.30755 0.68124
O -3.01985 0.00933 0.36465
C 0.47474 1.36632 -0.00412
C 2.16556 -1.41298 1.38002
C 2.04427 -0.16986 0.94416
C -2.74918 -0.86140 -0.46072
C -1.81544 -0.49904 -1.58146
H 2.85521 0.47985 0.62474
H 1.24038 2.89137 -0.79273
H -1.25985 -1.29359 -2.09812
H 3.16264 -1.84244 1.46437
H 1.31342 -2.09245 1.41474
H -2.95424 -1.92273 -0.25936
*
```

# 5
Molecular formula: C5H6F3N2O2S
Method: DFT, ωB97M-V/def2-TZVPD

Values from the calculation:
SMILES: Cc1[nH]cc[n+]1S(=O)(=O)C(F)(F)F

```
! wB97M-V def2-TZVPD RIJCOSX def2/J DEFGRID3
* xyz 1 1
S -1.65296 -0.28779 0.98826
F -1.79574 0.25565 -1.51444
F -3.23184 1.31784 -0.38699
F -3.53670 -0.74887 -0.75058
O -1.85380 0.50552 2.16643
O -1.47772 -1.70143 0.97498
N 0.09843 0.26024 0.35256
N 2.16172 0.44332 -0.35296
C 1.39462 -1.84628 -0.27769
C 1.70632 1.75969 -0.06630
C 1.18189 -0.40743 0.01178
C 0.38712 1.60998 0.35002
C -2.62239 0.16734 -0.53031
H 1.35435 -2.49884 0.55520
H 2.37643 -1.84541 -0.69127
H -0.30980 2.31028 0.83547
H 2.15368 2.70041 0.13785
H 3.04832 0.19902 -0.77548
H 0.61808 -2.19324 -1.02653
*
```

# 6
Molecular formula: C5H6F4O
Method: DFT, ωB97M-V/def2-TZVPD

Values from the calculation:
SMILES: C[C@@]1(C(F)(F)C(F)F)CO1

```
! wB97M-V def2-TZVPD RIJCOSX def2/J DEFGRID3
* xyz 0 1
F 1.03972 0.53447 1.89595
F 0.87284 -1.89736 -0.12079
F 2.39591 -0.59186 -0.94253
F 1.51664 1.54785 0.05395
O -0.95474 1.70199 -0.46611
C -0.64398 0.73134 -1.47903
C -0.65051 0.42941 -0.00843
C 1.67735 -0.84499 0.13018
C 0.87496 0.41942 0.57794
C -1.67072 -0.37096 0.77061
H -1.54450 0.26399 -1.98815
H 0.42067 0.85461 -2.02586
H 2.39889 -1.13910 0.87213
H -2.58937 0.20083 0.77877
H -1.80890 -1.29892 0.21184
H -1.33428 -0.54074 1.73952
*
```

# 7
Molecular formula: C5H6FIO
Method: DFT, ωB97M-V/def2-TZVPD

Values from the calculation:
Expectation value of S²: 2.0126

```
! wB97M-V def2-TZVPD RIJCOSX def2/J DEFGRID3
* xyz 0 3
I 2.48116 -0.06207 -1.20403
F 0.62405 1.11683 0.80715
O -0.22071 -1.90865 -0.65747
C 0.47732 0.32369 -0.22937
C -0.49448 0.77182 -1.23528
C -1.06318 1.95537 -1.11847
C 0.30201 -1.48614 1.68227
C 0.14166 -1.12076 0.15449
H -0.49203 -0.74685 2.07966
H -0.72638 0.09771 -2.01461
H 1.42893 -1.28422 1.87743
H -1.83165 2.40357 -1.76477
H -0.73925 2.45288 -0.24057
H 0.11255 -2.51318 1.86359
*
```

# 8
Molecular formula: C5H6FNO
Method: DFT, ωB97M-V/def2-TZVPD

```
! wB97M-V def2-TZVPD RIJCOSX def2/J DEFGRID3
* xyz 0 1
F -2.15068 -0.91044 0.05891
O 0.25662 1.43353 -0.23446
N 1.89753 -0.51457 -0.10175
C -1.50403 0.28977 0.06781
C -0.16421 0.64666 0.88494
C 0.76252 -0.60933 0.81248
C -0.34509 0.34666 -1.04437
C 0.53814 -0.82252 -0.69063
H -2.36148 1.07971 0.10410
H 0.62860 -1.85630 -1.11304
H -0.20109 1.22670 1.72813
H -0.53736 0.44899 -2.08983
H 0.88711 -1.25456 1.79676
H 2.29343 0.49570 -0.17905
*
```

Going through the records in order, we get energy relative to the best compared isomer or geometry (same formula, charge and spin) values of 311.7, 4.7, 113.2, 0.0, 0.0, 89.0, 0.0, 468.9 kJ/mol.
Going through the records in order, we get max |F| values of 5.418, 1.703, 3.919, 3.507, 3.622, 3.107, 5.005, 3.735 eV/A.